Version one
Molecular formula: C4H12OS2
Method: DFT, ωB97M-V/def2-TZVPD

Last column: Mulliken charge in e.
Geometry (Å):
C  0.950  -2.670  -1.432  -1.19
C  -0.026  -1.948  -0.552  -0.25
S  0.816  -1.763  1.133  -0.13
S  -0.723  -1.312  2.364  -0.12
C  -0.303  0.499  2.676  -0.54
C  -0.623  1.358  1.440  -0.79
H  0.579  -2.699  -2.460  0.35
H  1.896  -2.119  -1.432  0.32
H  1.171  -3.684  -1.114  0.32
H  -0.291  -0.911  -0.734  0.21
H  -0.934  -2.498  -0.325  0.37
H  0.754  0.518  2.914  0.33
H  -0.949  0.790  3.497  0.36
H  -0.989  0.759  0.603  0.19
H  -1.424  2.037  1.727  0.29
H  0.154  1.945  0.957  0.30
H  -0.129  3.318  -3.576  0.31
H  0.402  4.481  -2.827  0.31
O  -0.331  3.900  -2.857  -0.62

Computed properties:
Frontier orbital gap: 9.01 eV
SMILES: CCSSCC.O


Version two
Molecular formula: C4H12OS2
Method: DFT, ωB97M-V/def2-TZVPD

Last column: Mulliken charge in e.
Geometry (Å):
C  -0.468  -0.181  -1.600  -0.19
C  -1.568  0.435  -2.347  -0.96
C  -0.642  -0.227  -0.007  -0.71
S  -0.896  1.368  0.737  -0.11
S  0.920  2.231  0.751  -0.03
C  0.961  2.599  2.460  -0.79
H  0.492  0.473  -1.610  0.15
H  -0.015  -1.220  -1.948  0.30
H  -2.411  -0.398  -2.508  0.23
H  -1.338  0.586  -3.497  0.27
H  -1.741  1.268  -1.778  0.37
H  0.126  -0.729  0.532  0.35
H  -1.688  -0.756  0.154  0.27
H  0.007  3.222  2.606  0.26
H  1.923  3.039  2.582  0.33
H  1.042  1.672  3.144  0.26
H  1.879  -3.840  1.248  0.33
H  1.488  -5.178  0.691  0.32
O  1.931  -4.364  0.391  -0.64

Computed properties:
Frontier orbital gap: 8.87 eV
SMILES: CCCSSC.O


Version three
Molecular formula: C4H12OS2
Method: DFT, ωB97M-V/def2-TZVPD

Last column: Mulliken charge in e.
Geometry (Å):
C  -0.905  2.603  -0.534  -0.84
C  -1.486  3.216  0.720  -0.45
S  -1.359  2.169  2.255  -0.11
S  -1.736  0.256  1.615  -0.13
C  -0.050  -0.423  1.343  -0.39
C  -0.171  -1.590  0.366  -1.07
H  0.187  2.650  -0.385  0.25
H  -1.150  3.136  -1.443  0.35
H  -1.060  1.525  -0.561  0.16
H  -2.554  3.404  0.718  0.31
H  -1.019  4.163  0.999  0.34
H  0.564  0.383  0.954  0.27
H  0.384  -0.641  2.322  0.39
H  0.805  -2.063  0.247  0.33
H  -0.620  -1.230  -0.554  0.30
H  -0.812  -2.371  0.778  0.31
H  4.003  -4.380  -2.802  0.32
H  3.661  -5.750  -3.304  0.32
O  3.319  -5.057  -2.733  -0.64

Computed properties:
Frontier orbital gap: 9.60 eV
SMILES: CCSSCC.O


Version four
Molecular formula: C4H12OS2
Method: DFT, ωB97M-V/def2-TZVPD

Last column: Mulliken charge in e.
Geometry (Å):
C  -0.009  -0.183  -1.941  -0.92
C  0.136  1.177  -1.264  -0.48
S  1.800  1.271  -0.487  -0.11
S  1.528  2.325  1.291  -0.09
C  0.018  1.555  1.939  -0.65
C  0.126  0.049  2.058  -0.73
H  -1.013  -0.371  -2.281  0.34
H  0.220  -0.917  -1.149  0.10
H  0.738  -0.332  -2.680  0.37
H  -0.675  1.505  -0.622  0.29
H  0.265  1.945  -2.031  0.38
H  0.048  2.005  2.927  0.35
H  -0.910  1.929  1.548  0.40
H  -0.585  -0.423  2.739  0.37
H  1.096  -0.267  2.416  0.32
H  -0.130  -0.363  1.086  0.07
H  -0.476  -3.192  -0.637  0.33
H  -1.261  -3.762  -1.892  0.32
O  -0.917  -3.951  -1.020  -0.65

Computed properties:
Frontier orbital gap: 8.73 eV
SMILES: CCSSCC.O


It is version three that is the most stable of them.


Version one
Molecular formula: C4H12OS2
Method: DFT, ωB97M-V/def2-TZVPD

Last column: Mulliken charge in e.
Geometry (Å):
C  -2.294  -0.669  -1.492  -0.50
C  -1.814  -1.003  -2.994  -1.02
C  -2.164  0.719  -0.898  -0.58
S  -1.246  0.893  0.634  -0.10
S  0.302  2.100  0.173  -0.07
C  1.438  1.853  1.634  -0.79
H  -1.987  -1.527  -0.867  0.40
H  -3.336  -0.905  -1.496  0.33
H  -2.435  -1.795  -3.328  0.31
H  -0.744  -1.183  -3.193  0.28
H  -2.108  0.006  -3.520  0.25
H  -3.172  0.916  -0.513  0.22
H  -1.683  1.391  -1.615  0.41
H  1.586  2.909  1.973  0.29
H  2.299  1.303  1.192  0.27
H  0.954  1.063  2.179  0.29
H  4.881  -2.572  4.337  0.33
H  6.235  -1.647  3.971  0.33
O  5.287  -1.852  3.823  -0.66

Computed properties:
Frontier orbital gap: 8.21 eV
SMILES: CCCSSC.O


Version two
Molecular formula: C4H12OS2
Method: DFT, ωB97M-V/def2-TZVPD

Last column: Mulliken charge in e.
Geometry (Å):
C  -1.914  0.449  -0.121  -0.55
C  -1.979  0.605  -1.659  -1.01
C  -0.487  0.664  0.381  -0.51
S  0.466  -0.896  -0.011  -0.24
S  2.331  -0.386  0.760  -0.02
C  3.082  0.726  -0.514  -0.78
H  -2.231  -0.524  0.272  0.33
H  -2.590  1.165  0.363  0.32
H  -1.441  1.535  -1.819  0.28
H  -2.974  0.560  -2.086  0.34
H  -1.374  -0.179  -2.119  0.28
H  -0.516  0.718  1.467  0.35
H  0.060  1.435  -0.142  0.34
H  2.667  1.726  -0.441  0.26
H  2.750  0.328  -1.472  0.27
H  4.139  0.630  -0.305  0.32
H  -0.524  -3.001  3.018  0.29
H  0.188  -2.690  1.752  0.32
O  0.348  -2.864  2.676  -0.60

Computed properties:
Frontier orbital gap: 9.48 eV
SMILES: CCCSSC.O


It is version two that is the most stable of them.


Version one
Molecular formula: H22O11
Method: DFT, ωB97M-V/def2-TZVPD

Last column: Mulliken charge in e.
Geometry (Å):
O  -1.964  -3.335  -0.051  -0.65
H  -1.298  -2.992  0.545  0.33
H  -1.539  -4.072  -0.488  0.30
O  3.117  2.965  -1.213  -0.65
H  3.164  3.344  -0.335  0.34
H  2.652  2.137  -1.092  0.36
O  -2.313  0.508  -0.665  -0.62
H  -1.982  -0.166  -1.259  0.30
H  -3.251  0.553  -0.853  0.24
O  1.231  -1.821  2.710  -0.62
H  1.104  -0.895  2.502  0.32
H  1.153  -2.268  1.867  0.28
O  0.219  -0.488  0.369  -0.39
H  -0.678  -0.287  0.100  0.23
H  0.768  -0.047  -0.278  0.31
O  3.889  0.239  -0.306  -0.64
H  3.220  0.587  0.284  0.36
H  4.590  0.891  -0.285  0.34
O  -1.847  -1.639  -2.163  -0.67
H  -1.262  -2.320  -1.831  0.32
H  -2.643  -2.108  -2.413  0.31
O  1.094  1.193  -1.661  -0.68
H  0.852  1.214  -2.586  0.27
H  0.390  1.666  -1.218  0.38
O  -0.881  2.358  0.404  -0.66
H  -1.459  1.641  0.142  0.33
H  -1.331  2.772  1.140  0.31
O  -3.568  -1.061  1.659  -0.62
H  -3.470  -1.914  2.082  0.33
H  -3.227  -1.191  0.774  0.30
O  2.087  1.558  1.171  -0.66
H  1.204  1.419  0.828  0.36
H  1.978  1.558  2.122  0.23

Computed properties:
Frontier orbital gap: 9.71 eV
SMILES: O.O.O.O.O.O.O.O.O.O.O


Version two
Molecular formula: H22O11
Method: DFT, ωB97M-V/def2-TZVPD

Last column: Mulliken charge in e.
Geometry (Å):
O  -3.953  2.069  -4.981  -0.63
H  -3.813  2.245  -5.912  0.32
H  -3.628  1.178  -4.854  0.31
O  1.664  5.062  1.243  -0.64
H  1.621  5.292  2.171  0.32
H  1.817  4.117  1.237  0.32
O  -2.719  -3.058  4.369  -0.64
H  -2.813  -2.282  3.818  0.32
H  -3.433  -2.991  5.003  0.32
O  0.402  0.120  7.047  -0.64
H  -0.115  -0.138  6.284  0.32
H  -0.208  0.614  7.595  0.32
O  3.843  -4.477  -0.329  -0.65
H  3.597  -4.882  0.503  0.33
H  3.919  -5.210  -0.940  0.32
O  0.910  0.454  0.245  -0.64
H  0.757  0.435  -0.700  0.32
H  1.253  -0.416  0.450  0.32
O  2.899  1.731  -5.373  -0.64
H  2.278  1.070  -5.068  0.32
H  3.551  1.236  -5.869  0.32
O  0.677  5.967  -4.113  -0.64
H  0.305  5.569  -3.326  0.32
H  1.366  5.361  -4.386  0.32
O  -4.280  0.999  2.351  -0.64
H  -3.606  1.508  1.900  0.32
H  -5.084  1.181  1.865  0.32
O  1.495  -5.768  3.791  -0.64
H  0.767  -5.147  3.819  0.32
H  1.427  -6.255  4.612  0.32
O  -0.206  -1.483  -4.121  -0.63
H  -0.807  -1.890  -4.744  0.31
H  0.117  -2.210  -3.588  0.32

Computed properties:
Frontier orbital gap: 11.16 eV
SMILES: O.O.O.O.O.O.O.O.O.O.O


It is version one that is the most stable of them.


Version one
Molecular formula: H3NOS
Method: DFT, ωB97M-V/def2-TZVPD

Last column: Mulliken charge in e.
Geometry (Å):
N  -0.426  0.337  0.716  -0.56
O  0.437  -0.575  -1.911  -0.53
S  0.435  -0.754  -0.396  0.36
H  -0.716  1.188  0.286  0.26
H  -1.198  -0.275  1.179  0.28
H  1.469  0.079  0.125  0.18

Computed properties:
Frontier orbital gap: 10.09 eV


Version two
Molecular formula: H3NOS
Method: DFT, ωB97M-V/def2-TZVPD

Last column: Mulliken charge in e.
Geometry (Å):
N  0.564  -0.562  -0.321  -0.48
O  -1.975  0.735  -0.048  -0.49
S  -1.061  -0.700  0.065  0.13
H  0.821  -0.367  -1.306  0.26
H  0.886  0.110  0.239  0.26
H  -2.254  1.114  -0.884  0.32

Computed properties:
Frontier orbital gap: 9.53 eV
SMILES: NSO


Version three
Molecular formula: H3NOS
Method: DFT, ωB97M-V/def2-TZVPD

Last column: Mulliken charge in e.
Geometry (Å):
N  1.259  -0.190  -0.508  -0.48
O  -0.991  -0.547  0.725  -0.45
S  -1.857  0.386  -0.123  0.25
H  1.893  -0.941  -0.653  0.21
H  0.937  -0.223  0.362  0.30
H  -1.240  1.515  0.196  0.17

Computed properties:
Frontier orbital gap (alpha / beta): 9.12 / 9.30 eV


It is version two that is the most stable of them.